Density functional theory data (ωB97M-V/def2-TZVPD) for 2 unconnected molecules or ions with the total composition C2H6BrNS at a distorted geometry.

Properties
DFT total energy = -84534.78770 eV
HOMO energy (spin up / spin down) = -7.903 / -7.898 eV
multiplicity = 1
relative energy (zero: lowest compared OMol25 entry of this formula, charge and spin) = 320.44 kJ/mol
frontier orbital gap (spin up / spin down) = 5.0 / 5.0 eV
F_max = 1.89 eV/A

Positions of all 11 atoms, in Å:
C 1.263 -0.670 0.045
C 0.005 1.363 0.191
N 0.336 0.208 -0.529
S -2.106 -1.623 -0.016
Br -3.765 -1.543 -1.332
H 2.225 -0.519 -0.470
H 1.427 -0.539 1.123
H 0.969 -1.697 -0.185
H 0.802 1.709 0.864
H -0.287 2.145 -0.515
H -0.870 1.167 0.824